[1]
Formula: CH7N3SSi
Source: the Open Molecules 2025 dataset
Level of theory: ωB97M-V with the def2-TZVPD basis set

```
13
CH7N3SSi ωB97M-V with the def2-TZVPD basis set
H 0.882 -2.523 -0.227
N 0.681 -1.619 0.026
C -0.104 -1.445 1.012
N -0.347 -0.292 1.585
S -1.041 -2.845 1.697
H -0.123 0.557 1.040
H -0.777 -0.275 2.529
H -0.441 -3.723 0.830
N 0.017 2.286 0.006
Si 0.204 1.895 -1.544
H 0.746 2.928 0.444
H -0.765 0.667 -1.950
H 0.968 2.446 -2.765
```

**Kohn-Sham gap**: 0.321 hartree
**E_tot**: -894.176268 Ha
**Relative energy (zero: lowest compared OMol25 entry of this formula, charge and spin)**: 36.33 kcal per mole
**HOMO level**: -8.828 eV
**SMILES string**: [H]/N=C(/N)S.N=[SiH2]
**F_max**: 3.40 eV/A

Mulliken atomic charges, in units of e:
1 H 0.18
2 N -0.66
3 C 0.68
4 N -0.37
5 S -0.29
6 H 0.28
7 H 0.17
8 H 0.11
9 N -0.62
10 Si 0.40
11 H 0.22
12 H -0.03
13 H -0.06

---

[2]
Formula: CH7N6
Source: the Open Molecules 2025 dataset
Level of theory: ωB97M-V with the def2-TZVPD basis set

```
14
CH7N6 ωB97M-V with the def2-TZVPD basis set
C 0.047 -2.714 -0.493
N 0.496 -3.355 -1.437
N -1.087 1.512 0.695
N -0.082 0.708 0.261
N -0.707 -1.934 0.016
N 1.009 1.197 -0.091
N 1.289 2.442 0.183
H 1.201 -4.042 -1.505
H -1.895 0.777 0.858
H -1.397 -2.194 0.785
H -0.209 -0.404 0.181
H 2.223 2.910 -0.038
H 0.541 2.948 0.530
H -1.428 2.150 0.053
```

**Kohn-Sham gap**: 0.386 hartree
**E_tot**: -370.464762 Ha
**Net charge**: +1
**Relative energy (zero: lowest compared OMol25 entry of this formula, charge and spin)**: 81.71 kcal per mole
**HOMO level**: -14.265 eV
**F_max**: 6.28 eV/A

Mulliken atomic charges, in units of e:
1 C 0.35
2 N -0.36
3 N -0.74
4 N 0.63
5 N -0.57
6 N -0.28
7 N -0.21
8 H 0.29
9 H 0.32
10 H 0.27
11 H 0.45
12 H 0.30
13 H 0.26
14 H 0.28

---

[3]
Formula: CH7NO
Source: the Open Molecules 2025 dataset
Level of theory: ωB97M-V with the def2-TZVPD basis set

```
10
CH7NO ωB97M-V with the def2-TZVPD basis set
C 0.268 1.537 -0.731
N 0.746 0.122 -0.420
H 0.188 1.950 0.292
H 0.767 2.161 -1.451
H -0.745 1.332 -1.215
H 1.356 -0.260 -1.324
H 1.412 0.037 0.370
O -0.965 -1.645 1.109
H -1.716 -1.089 1.111
H -0.376 -1.041 0.667
```

**Kohn-Sham gap**: 0.400 hartree
**E_tot**: -172.252401 Ha
**Relative energy (zero: lowest compared OMol25 entry of this formula, charge and spin)**: 16.16 kcal per mole
**HOMO level**: -10.011 eV
**SMILES string**: CN.O
**F_max**: 4.48 eV/A

Mulliken atomic charges, in units of e:
1 C -0.64
2 N -0.68
3 H 0.28
4 H 0.27
5 H 0.22
6 H 0.24
7 H 0.30
8 O -0.68
9 H 0.29
10 H 0.41

---

[4]
Formula: CH7NO4
Source: the Open Molecules 2025 dataset
Level of theory: ωB97M-V with the def2-TZVPD basis set

```
13
CH7NO4 ωB97M-V with the def2-TZVPD basis set
N -0.518 2.728 -0.239
C -0.254 1.809 -1.283
O -0.029 2.234 -2.463
O -0.276 0.553 -0.745
H -0.227 3.633 -0.658
H -0.795 2.315 0.667
H -0.986 0.738 -0.175
O -2.253 0.304 1.638
H -2.981 0.322 0.941
H -2.480 -0.493 2.119
O 3.233 -6.100 1.827
H 3.966 -6.616 1.689
H 3.263 -5.780 2.738
```

**Kohn-Sham gap**: 0.385 hartree
**E_tot**: -397.995548 Ha
**Relative energy (zero: lowest compared OMol25 entry of this formula, charge and spin)**: 43.16 kcal per mole
**HOMO level**: -10.265 eV
**SMILES string**: NC(=O)O.O.O
**F_max**: 5.26 eV/A

Mulliken atomic charges, in units of e:
1 N -0.46
2 C 0.73
3 O -0.59
4 O -0.39
5 H 0.25
6 H 0.24
7 H 0.23
8 O -0.67
9 H 0.34
10 H 0.31
11 O -0.62
12 H 0.30
13 H 0.32

---

Q: What is the Kohn-Sham gap in the third record?
A: 0.400 hartree